Density functional theory data (ωB97M-V/def2-TZVPD) for 11 unconnected molecules or ions with the total composition C33H88O11 in a non-equilibrium geometry.

Properties
F_max in eV/A: 3.16
HOMO energy in hartree: -0.3541
Orbital gap in hartree: 0.3696
Molecular weight in u: 661.1
Structure (SMILES): CC(C)O.CC(C)O.CC(C)O.CC(C)O.CC(C)O.CC(C)O.CC(C)O.CC(C)O.CC(C)O.CC(C)O.CC(C)O
LUMO in eV: 0.419
Relative energy (zero: lowest compared OMol25 entry of this formula, charge and spin) in kJ/mol: 511.36

Bonds (Å) are listed after each position.
Geometry (Å):
1 C -0.19184 -6.18686 3.78386  C2 1.507, H5 1.090, H6 1.090, H7 1.090
2 C 0.16702 -7.59614 3.38960  C1 1.507, C3 1.516, O4 1.375, H8 1.090
3 C -0.03835 -7.81057 1.90324  C2 1.516, H9 1.090, H10 1.090, H11 1.090
4 O 1.50764 -7.79715 3.61879  C2 1.375, H12 0.960
5 H 0.32091 -5.53944 3.07250  C1 1.090
6 H -0.01716 -5.81722 4.79428  C1 1.090
7 H -1.26700 -6.03096 3.69529  C1 1.090
8 H -0.44315 -8.19146 4.06884  C2 1.090
9 H -0.07869 -8.84859 1.57312  C3 1.090
10 H 0.76581 -7.41708 1.28148  C3 1.090
11 H -0.90311 -7.18473 1.68276  C3 1.090
12 H 1.70214 -8.46224 2.95439  O4 0.960
13 C -2.28371 4.37918 0.27186  C14 1.504, H17 1.090, H18 1.090, H19 1.090
14 C -2.45312 5.86347 0.44618  C13 1.504, C15 1.527, O16 1.412, H20 1.090
15 C -3.75978 6.27601 -0.22768  C14 1.527, H21 1.090, H22 1.090, H23 1.090
16 O -2.26822 6.27650 1.78401  C14 1.412, H24 0.960
17 H -2.95669 3.84682 0.94401  C13 1.090
18 H -1.30202 3.97089 0.51205  C13 1.090
19 H -2.64748 3.99865 -0.68258  C13 1.090
20 H -1.54791 6.31505 0.04026  C14 1.090
21 H -3.87173 7.31922 0.06776  C15 1.090
22 H -4.53231 5.58178 0.10299  C15 1.090
23 H -3.80746 6.18423 -1.31276  C15 1.090
24 H -2.67021 7.14749 1.82099  O16 0.960
25 C 3.12914 5.77528 0.62504  C26 1.612, H29 1.090, H30 1.090, H31 1.090
26 C 3.78416 4.43418 0.01547  C25 1.612, C27 1.518, O28 1.412, H32 1.090
27 C 3.07978 3.18350 0.51002  C26 1.518, H33 1.090, H34 1.090, H35 1.090
28 O 3.97894 4.38558 -1.38235  C26 1.412, H36 0.960
29 H 3.63282 6.66065 0.23706  C25 1.090
30 H 3.22264 5.84492 1.70879  C25 1.090
31 H 2.09900 5.85397 0.27761  C25 1.090
32 H 4.75668 4.41879 0.50746  C26 1.090
33 H 3.66337 2.29227 0.27933  C27 1.090
34 H 2.08382 3.06842 0.08233  C27 1.090
35 H 3.07213 3.22116 1.59935  C27 1.090
36 H 4.61650 5.04494 -1.66581  O28 0.960
37 C -0.01070 0.58903 1.82606  C38 1.553, H41 1.090, H42 1.090, H43 1.090
38 C 0.43729 -0.63018 0.97411  C37 1.553, C39 1.563, O40 1.455, H44 1.090
39 C -0.18648 -1.96327 1.50116  C38 1.563, H45 1.090, H46 1.090, H47 1.090
40 O -0.20900 -0.39194 -0.30697  C38 1.455, H48 0.960
41 H -0.07287 1.48748 1.21203  C37 1.090
42 H 0.73164 0.71714 2.61385  C37 1.090
43 H -0.98737 0.38527 2.26503  C37 1.090
44 H 1.52460 -0.63825 0.89799  C38 1.090
45 H -0.08121 -2.76835 0.77393  C39 1.090
46 H -1.18392 -1.87946 1.93266  C39 1.090
47 H 0.43488 -2.31258 2.32578  C39 1.090
48 H 0.45008 -0.05558 -0.91859  O40 0.960
49 C 3.39569 -4.54016 -1.48478  C50 1.554, H53 1.090, H54 1.090, H55 1.090
50 C 3.39344 -5.52944 -0.28668  C49 1.554, C51 1.481, O52 1.428, H56 1.090
51 C 2.35546 -5.22749 0.72595  C50 1.481, H57 1.090, H58 1.090, H59 1.090
52 O 3.04549 -6.78057 -0.88088  C50 1.428, H60 0.960
53 H 4.18842 -4.94159 -2.11608  C49 1.090
54 H 3.68062 -3.56665 -1.08580  C49 1.090
55 H 2.43388 -4.47484 -1.99345  C49 1.090
56 H 4.29123 -5.56909 0.33016  C50 1.090
57 H 2.27832 -5.89409 1.58490  C51 1.090
58 H 1.32459 -5.15435 0.37944  C51 1.090
59 H 2.56099 -4.23731 1.13265  C51 1.090
60 H 3.79556 -6.94700 -1.45647  O52 0.960
61 C -0.28797 3.58375 -2.65916  C62 1.516, H65 1.090, H66 1.090, H67 1.090
62 C 0.99332 3.51959 -3.46767  C61 1.516, C63 1.482, O64 1.431, H68 1.090
63 C 0.60351 3.51915 -4.89698  C62 1.482, H69 1.090, H70 1.090, H71 1.090
64 O 1.75111 4.71229 -3.24078  C62 1.431, H72 0.960
65 H -0.83889 2.64435 -2.61323  C61 1.090
66 H -1.01541 4.30952 -3.02273  C61 1.090
67 H 0.01570 3.83503 -1.64292  C61 1.090
68 H 1.55243 2.67828 -3.05816  C62 1.090
69 H 1.17158 4.20737 -5.52289  C63 1.090
70 H -0.46183 3.64753 -5.08844  C63 1.090
71 H 0.77864 2.52688 -5.31270  C63 1.090
72 H 2.51994 4.45563 -2.72637  O64 0.960
73 C -3.92153 1.21494 -0.04398  C74 1.549, H77 1.090, H78 1.090, H79 1.090
74 C -4.01921 -0.24746 -0.54412  C73 1.549, C75 1.534, O76 1.400, H80 1.090
75 C -5.35489 -0.50793 -1.25223  C74 1.534, H81 1.090, H82 1.090, H83 1.090
76 O -2.96308 -0.49847 -1.42874  C74 1.400, H84 0.960
77 H -4.70583 1.47483 0.66696  C73 1.090
78 H -3.90028 1.80038 -0.96317  C73 1.090
79 H -2.94268 1.44149 0.37868  C73 1.090
80 H -3.90242 -0.96926 0.26425  C74 1.090
81 H -5.43602 -0.03621 -2.23151  C75 1.090
82 H -6.18635 -0.07826 -0.69352  C75 1.090
83 H -5.58363 -1.55933 -1.42637  C75 1.090
84 H -2.12530 -0.60676 -0.97268  O76 0.960
85 C 6.22891 0.17823 -2.19929  C86 1.566, H89 1.090, H90 1.090, H91 1.090
86 C 5.88253 1.69642 -2.36498  C85 1.566, C87 1.554, O88 1.431, H92 1.090
87 C 4.78361 1.95987 -3.43212  C86 1.554, H93 1.090, H94 1.090, H95 1.090
88 O 5.58649 2.34983 -1.12703  C86 1.431, H96 0.960
89 H 7.04049 0.01807 -1.48952  C85 1.090
90 H 6.66911 -0.21570 -3.11534  C85 1.090
91 H 5.42533 -0.50701 -1.92946  C85 1.090
92 H 6.78609 2.11684 -2.80648  C86 1.090
93 H 5.04497 1.51485 -4.39220  C87 1.090
94 H 4.72748 3.00751 -3.72777  C87 1.090
95 H 3.82329 1.50535 -3.18862  C87 1.090
96 H 5.03462 3.13109 -1.20872  O88 0.960
97 C -3.45887 -4.35737 1.30291  C98 1.504, H101 1.090, H102 1.090, H103 1.090
98 C -4.66116 -3.77707 1.99537  C97 1.504, C99 1.567, O100 1.401, H104 1.090
99 C -6.00801 -4.53983 1.75415  C98 1.567, H105 1.090, H106 1.090, H107 1.090
100 O -4.52869 -3.67730 3.38677  C98 1.401, H108 0.960
101 H -3.53947 -4.58663 0.24035  C97 1.090
102 H -3.31542 -5.40798 1.55538  C97 1.090
103 H -2.57547 -3.80498 1.62316  C97 1.090
104 H -4.79454 -2.71892 1.77036  C98 1.090
105 H -6.04883 -5.58883 2.04745  C99 1.090
106 H -6.29130 -4.57251 0.70211  C99 1.090
107 H -6.74035 -4.00321 2.35732  C99 1.090
108 H -3.63703 -3.39644 3.60508  O100 0.960
109 C 1.44238 -2.14181 -3.90053  C110 1.510, H113 1.090, H114 1.090, H115 1.090
110 C 0.78042 -0.81191 -3.62979  C109 1.510, C111 1.474, O112 1.446, H116 1.090
111 C -0.67604 -0.86982 -3.40996  C110 1.474, H117 1.090, H118 1.090, H119 1.090
112 O 1.49887 -0.45352 -2.42662  C110 1.446, H120 0.960
113 H 2.47638 -1.97877 -4.20445  C109 1.090
114 H 0.92065 -2.54150 -4.77009  C109 1.090
115 H 1.47249 -2.88888 -3.10737  C109 1.090
116 H 0.96301 -0.21915 -4.52611  C110 1.090
117 H -1.25820 -1.30990 -4.21959  C111 1.090
118 H -1.22392 0.04056 -3.16678  C111 1.090
119 H -0.87302 -1.47291 -2.52363  C111 1.090
120 H 2.24760 -1.04943 -2.34983  O112 0.960
121 C -0.56993 3.61280 3.72021  C122 1.592, H125 1.090, H126 1.090, H127 1.090
122 C -1.78268 3.27980 4.69603  C121 1.592, C123 1.543, O124 1.392, H128 1.090
123 C -3.13204 3.63534 4.03725  C122 1.543, H129 1.090, H130 1.090, H131 1.090
124 O -1.69510 1.92477 5.00444  C122 1.392, H132 0.960
125 H -0.67040 2.93899 2.86933  C121 1.090
126 H 0.42434 3.49007 4.14969  C121 1.090
127 H -0.54285 4.59910 3.25699  C121 1.090
128 H -1.66866 3.83811 5.62522  C122 1.090
129 H -3.47971 2.99650 3.22539  C123 1.090
130 H -3.24200 4.62898 3.60287  C123 1.090
131 H -3.95585 3.49704 4.73747  C123 1.090
132 H -0.76342 1.72643 5.12375  O124 0.960